13
Properties=species:S:1:pos:R:3:forces:R:3 method="wB97M-V/def2-TZVPD" e_tot_ha=-302.6322 e_lumo_ev="-11.44 / -11.41" multiplicity=1 e_above_lowest_kcal_mol=58.3 orbital_gap_ev="7.5 / 7.6" charge=+2
C 3.634339 0.259528 -0.564428 2.7 -0.1 -0.3
C 1.517634 0.115744 0.021159 -5.3 0.4 1.7
C -1.548211 1.426713 -0.356780 0.3 1.3 0.4
C -0.585312 -0.857651 -0.198494 -0.1 -5.0 0.2
C 0.305493 0.035808 0.753430 1.0 -0.1 1.0
N 2.718387 0.126028 0.186381 1.0 -0.2 -1.2
N -0.732676 0.505220 -0.087944 -0.9 0.1 -0.6
H 4.649950 0.398971 -0.470660 2.5 0.4 0.0
H -1.387400 2.464332 0.043651 -0.4 -1.1 -0.4
H -2.344860 1.069695 -0.982840 -0.6 0.6 -0.4
H 0.031904 -1.418957 -1.070139 -1.9 1.8 1.7
H -1.342415 -1.569135 0.406290 1.6 1.8 -1.5
H 0.157584 0.043404 1.850959 0.2 0.1 -0.7

17
Properties=species:S:1:pos:R:3:forces:R:3 method="wB97M-V/def2-TZVPD" e_tot_ha=-346.8209 e_lumo_ev=0.98 multiplicity=1 e_above_lowest_kcal_mol=128.4 orbital_gap_ev=9.7 charge=0
C 1.753807 -0.355253 0.861945 -0.2 0.3 -0.3
C 0.504887 -0.539904 -0.042418 -0.3 0.5 -0.2
O 0.740970 -1.639172 -0.840454 -0.4 -0.4 -0.1
C -0.761872 -0.321238 0.656747 -0.1 -0.3 0.6
C -0.623028 0.581975 -0.561340 0.8 -0.7 -0.3
C -1.995748 -0.003134 -0.920137 0.3 -0.2 -0.3
O -1.790645 -1.075026 0.023794 -0.4 -0.2 0.5
H 2.688321 -0.142671 0.332993 -0.3 0.1 -0.1
H 1.624697 0.379593 1.662536 -0.1 0.0 -0.3
H 1.917079 -1.324320 1.371464 -0.3 0.3 -0.4
H 1.540379 2.257199 0.221697 0.2 0.2 0.0
H -0.123892 -1.848157 -1.215431 0.0 -0.4 -0.1
H -0.880070 -0.078682 1.705030 -0.1 -0.2 0.2
H 0.808025 2.336588 0.178552 0.2 0.3 0.2
H -0.278924 1.501069 -0.978084 -0.1 0.7 0.8
H -2.268285 -0.302213 -1.940095 0.3 -0.3 0.1
H -2.855702 0.573345 -0.516801 0.7 0.3 -0.3

63
Properties=species:S:1:pos:R:3:forces:R:3 method="wB97M-V/def2-TZVPD" e_tot_ha=-1780.4080 e_lumo_ev="-7.55 / -8.54" multiplicity=4 e_above_lowest_kcal_mol=34.8 s_squared=3.77 orbital_gap_ev="7.0 / 6.0" charge=+2
Tc -0.198631 0.953810 0.885335 0.3 -1.1 -0.5
C 1.924120 0.987836 3.699241 0.0 0.1 -0.1
C 2.205963 0.023706 2.610534 0.4 -0.2 0.3
C 3.211050 -0.924678 2.552879 -0.4 0.1 -0.3
C 3.015132 -1.630511 1.364764 -0.3 0.6 0.4
C 3.806822 -2.746222 0.816820 0.0 -0.2 -0.2
N 1.940322 -1.105673 0.757548 0.4 -0.5 -0.3
N 1.453100 -0.081734 1.492680 -0.6 0.7 0.5
B 1.201725 -1.543955 -0.515780 -0.3 0.4 0.2
N -0.250218 -1.845284 -0.106122 0.3 -0.6 -0.4
N -1.006480 -0.907236 0.518863 0.0 0.7 0.4
C -2.224950 -1.441893 0.751112 -0.4 -0.5 -0.1
C -3.362133 -0.771819 1.424594 0.0 0.3 0.2
C -2.236569 -2.736640 0.245944 0.4 0.4 0.0
C -0.971953 -2.964133 -0.288081 -0.4 0.5 0.3
C -0.465219 -4.185408 -0.941566 0.2 -0.1 -0.1
N 1.188779 -0.309030 -1.425333 0.4 -0.4 -0.4
N 0.715168 0.863347 -0.941307 -0.1 0.5 -0.2
C 0.830463 1.783505 -1.923929 0.1 0.1 -0.5
C 0.376616 3.196184 -1.817373 0.1 0.0 0.1
C 1.401262 1.181505 -3.035907 -0.2 -0.1 0.5
C 1.623418 -0.148210 -2.684572 -0.3 0.5 0.2
C 2.203492 -1.235746 -3.494866 0.1 -0.2 0.0
H 2.335254 0.618065 4.634827 0.0 0.0 0.0
H 2.401868 1.946560 3.500374 0.0 0.1 0.1
H 0.850695 1.114513 3.818808 -0.1 0.1 0.1
H 3.982183 -1.086299 3.277485 0.1 -0.1 0.2
H 4.660927 -2.940131 1.457446 0.0 0.0 0.0
H 3.207720 -3.652805 0.745259 0.0 -0.1 0.0
H 4.163437 -2.503989 -0.182341 0.1 0.0 -0.1
H 1.711265 -2.463834 -1.025814 0.2 -0.3 -0.2
H -3.138549 0.249485 1.712413 -0.1 -0.1 -0.1
H -4.245105 -0.785632 0.788134 0.0 0.0 -0.1
H -3.625668 -1.320224 2.327401 0.0 -0.1 0.1
H -3.057231 -3.421708 0.269359 -0.2 -0.2 0.0
H -1.249768 -4.934310 -0.958454 0.0 -0.1 0.0
H -0.150671 -3.990438 -1.964565 0.0 0.0 -0.1
H 0.396240 -4.577003 -0.404087 0.0 -0.1 0.0
H -0.316424 3.329940 -0.988851 -0.1 0.1 -0.1
H 1.223852 3.874422 -1.712457 0.1 0.0 0.1
H -0.139657 3.474789 -2.733361 -0.1 0.0 0.1
H 1.608898 1.650090 -3.974392 0.1 0.1 -0.2
H 2.426485 -0.869319 -4.491500 0.0 0.0 -0.1
H 3.120109 -1.607202 -3.039430 0.1 0.0 0.0
H 1.511879 -2.072189 -3.568983 0.0 -0.1 -0.1
N 0.515123 3.017545 1.557217 0.2 -0.3 -0.5
C -0.378756 3.537698 2.608557 -1.1 -0.1 0.5
C -1.678209 2.683368 2.634184 0.0 3.3 0.9
O -2.727658 3.131275 2.990468 0.3 -0.5 -0.1
O -1.456367 1.477955 2.219111 0.1 -2.4 -0.6
H 1.477594 3.030634 1.890930 0.0 -0.1 -0.2
H 0.488098 3.653482 0.760160 0.1 -0.1 0.1
H -0.661641 4.582328 2.459393 0.2 -0.2 -0.1
H 0.069608 3.453876 3.601967 0.1 0.0 -0.2
C -4.208871 1.622629 -1.413971 0.1 0.0 0.0
S -2.422802 1.365569 -1.458883 0.2 0.1 0.2
C -2.361936 -0.049422 -2.592455 0.0 0.2 0.1
H -4.493422 2.180616 -2.304622 -0.1 0.0 0.1
H -4.461314 2.188542 -0.522925 0.0 0.1 0.0
H -4.711459 0.658878 -1.402408 -0.1 0.0 0.1
H -3.196829 -0.716569 -2.397108 0.0 -0.1 0.1
H -1.426797 -0.580365 -2.447291 0.1 0.0 0.0
H -2.423380 0.317462 -3.615071 0.0 0.0 0.0